# 1
{
  "formula": "C27H42N6O10",
  "method": "ωB97M-V/def2-TZVPD",
  "spin_multiplicity": 1,
  "e_above_lowest_kcal_mol": 32.0,
  "e_tot_ha": -2133.9656,
  "homo_lumo_gap_ha": 0.1131,
  "total_charge": 0,
  "species": ["C", "C", "C", "C", "C", "C", "N", "O", "C", "C", "C", "H", "H", "H", "H", "H", "H", "H", "H", "H", "H", "H", "H", "H", "H", "H", "H", "H", "H", "N", "O", "O", "O", "C", "C", "C", "C", "C", "C", "N", "O", "O", "H", "H", "H", "H", "H", "C", "C", "C", "C", "C", "C", "N", "O", "O", "H", "H", "H", "H", "H", "C", "O", "N", "C", "C", "H", "H", "H", "H", "H", "H", "H", "C", "O", "N", "C", "C", "H", "H", "H", "H", "H", "H", "H"],
  "positions_angstrom": [[-0.806757, 4.069801, 0.972301], [-0.531534, 3.124408, 2.165000], [1.055280, 3.066949, 2.404210], [1.538791, 4.314123, 3.212445], [0.832697, 4.332501, 4.620544], [-0.668815, 4.504223, 4.356741], [-1.261906, 3.534695, 3.375177], [-2.527628, 3.184043, 3.474337], [-0.975047, 5.924001, 3.968580], [-1.585596, 4.301075, 5.747558], [-0.934127, 1.603016, 1.888894], [-0.305770, 3.693939, -0.037012], [-0.135045, 4.870584, 1.167618], [-1.743998, 4.538199, 0.418405], [1.440559, 2.928987, 1.345663], [1.233895, 2.286384, 2.963503], [1.432681, 4.955406, 2.554829], [2.634972, 4.259196, 3.378831], [1.074791, 5.315420, 5.034201], [1.062563, 3.518238, 5.292442], [-0.931996, 6.629471, 4.850366], [-1.973376, 6.187538, 3.673059], [-0.444075, 6.334686, 3.163023], [-2.649276, 4.705442, 5.672357], [-1.031001, 4.661706, 6.571472], [-1.589591, 3.250251, 5.981983], [-0.926197, 0.723689, 2.487001], [-0.801756, 1.415697, 0.756625], [-2.063692, 1.766483, 1.549749], [1.767885, 0.670043, -0.682492], [1.778207, 1.896325, -0.664641], [1.233263, 0.120967, -1.691887], [2.679042, -0.032355, -0.181557], [-1.705226, -2.502150, 0.674891], [-2.328889, -3.815971, 1.144066], [-1.455913, -5.134446, 0.818993], [-0.164998, -5.085223, -0.020031], [0.348414, -3.688520, -0.409143], [-0.385219, -2.370382, 0.197128], [0.625072, -6.293945, -0.369512], [1.535611, -6.006900, -1.172916], [0.177221, -7.355794, 0.008252], [-2.210907, -1.686389, 0.955276], [-3.408108, -4.041600, 1.373360], [-2.051974, -6.049963, 0.920693], [1.290343, -3.532200, -0.750319], [0.137571, -1.329101, 0.011997], [-0.624079, -2.572793, -3.521885], [-2.022085, -2.627867, -2.946987], [-2.950009, -3.728368, -3.451971], [-2.473815, -4.471891, -4.686391], [-0.888953, -4.589552, -5.062421], [-0.148972, -3.406852, -4.545170], [-3.292970, -5.545480, -5.320968], [-4.452299, -5.724357, -4.952788], [-2.822208, -5.932780, -6.425521], [0.005159, -1.927825, -3.095120], [-2.421400, -1.926573, -2.118884], [-4.060205, -3.904498, -3.133324], [-0.519474, -5.332542, -5.835276], [0.983131, -3.345233, -4.877428], [7.065237, -3.452606, -1.344604], [8.088105, -3.082645, -1.989309], [6.226220, -2.591880, -0.793127], [4.957576, -3.119160, -0.228021], [6.285035, -1.180877, -0.618511], [6.789131, -4.324379, -1.319897], [4.007537, -2.724876, -0.522377], [5.081039, -3.152602, 0.862971], [4.768011, -4.172859, -0.514883], [5.557688, -0.836047, 0.059424], [6.224885, -0.667908, -1.616881], [7.267419, -0.960286, -0.246025], [-3.652994, 1.315348, -1.290118], [-3.206005, 0.151335, -1.071559], [-2.794927, 2.203319, -1.910887], [-3.345114, 3.548358, -2.358999], [-1.447420, 1.867346, -2.311579], [-4.701038, 1.674674, -1.090437], [-2.668911, 4.216978, -1.886214], [-4.451399, 3.654611, -2.174027], [-3.182516, 3.702494, -3.473947], [-1.436649, 2.284545, -3.415567], [-1.337053, 0.776921, -2.472792], [-0.686118, 2.144261, -1.470561]],
  "forces_ev_per_angstrom": [[0.2, 0.6, -3.8], [1.4, -3.7, -0.4], [-1.8, 4.6, -2.5], [2.1, -8.2, 5.5], [-0.5, 1.7, -2.7], [-2.7, -0.7, 3.7], [-6.5, -0.5, -0.3], [7.3, 2.1, -0.1], [-1.2, 2.0, 0.8], [0.0, -0.4, -2.3], [-4.5, 2.8, -5.3], [-0.6, -0.3, 2.4], [0.2, 1.3, 0.1], [1.0, -1.4, 2.4], [0.0, 0.2, 1.3], [0.9, -4.6, 2.5], [-1.5, 7.6, -5.1], [-0.6, -0.2, -0.1], [0.2, -0.4, 0.6], [0.2, -0.2, -0.1], [0.7, -1.1, -0.6], [-1.0, -0.9, -0.2], [1.5, 0.3, -0.9], [1.7, -0.5, 0.0], [0.5, 1.3, 0.7], [-0.5, -0.7, -0.3], [0.8, -0.1, 1.0], [1.4, -0.1, 1.8], [1.5, -0.6, 1.5], [3.8, -2.3, -5.3], [-1.1, 2.0, 2.2], [-2.3, -0.1, 0.8], [-0.7, 0.6, 2.5], [1.7, -5.7, 1.2], [4.8, -2.3, -3.7], [-0.7, 3.9, -1.9], [-2.3, 5.3, 2.0], [-5.8, -0.4, 5.4], [1.2, -3.2, -2.5], [-1.1, 2.5, -1.6], [-0.8, -2.0, 1.5], [1.3, 0.0, -0.3], [-1.9, 3.2, 0.7], [1.5, 0.7, 0.1], [0.9, 0.1, 0.2], [2.5, 0.2, -1.4], [-1.2, -2.4, 0.2], [-5.9, -2.8, -0.5], [0.0, -2.6, -1.7], [1.8, 1.0, -2.5], [4.3, -0.6, 2.9], [-3.8, 3.9, 1.4], [0.8, -3.4, -1.0], [-0.3, 1.7, -2.5], [1.5, -0.4, 0.0], [-1.1, -0.2, 2.4], [2.4, 2.8, 1.5], [1.1, -1.3, -1.5], [2.4, 0.6, -0.5], [-0.6, 1.2, 1.2], [-2.5, 0.1, 0.9], [5.4, 11.0, -2.9], [-1.6, -0.9, 1.6], [-3.8, -1.0, 1.3], [1.0, -2.4, 0.6], [2.2, 0.6, -2.5], [-2.9, -9.7, 0.5], [-0.1, 1.5, -0.3], [-0.5, 0.3, -0.1], [0.8, 0.2, 0.0], [-1.0, 0.3, 0.6], [-0.3, -0.2, 0.9], [0.6, 0.5, 0.3], [3.0, -2.2, -1.0], [-2.0, 2.5, 0.4], [-3.5, 0.9, 0.4], [0.3, -1.9, -1.2], [0.3, -0.2, -1.1], [0.9, -0.3, -0.1], [-0.1, 1.4, 0.5], [1.4, 0.0, 0.3], [-0.2, -0.5, 1.2], [1.2, -0.3, 2.4], [-0.2, 0.6, 0.5], [-0.9, -0.1, -2.2]],
  "lowdin_charge": [-0.006, -0.408, -0.064, -0.114, -0.066, -0.397, 0.072, 0.176, -0.034, 0.012, 0.006, 0.125, 0.050, 0.132, 0.134, 0.060, 0.006, 0.142, 0.128, 0.130, 0.133, 0.093, 0.071, 0.114, 0.066, 0.071, 0.079, 0.101, 0.110, -0.607, -0.065, -0.092, -0.067, -0.129, 0.003, 0.037, -0.096, 0.096, -0.017, -0.366, 0.043, 0.084, 0.018, 0.086, 0.073, 0.033, 0.105, -0.082, -0.017, 0.014, -0.077, 0.063, -0.102, -0.363, 0.045, 0.009, 0.026, 0.087, 0.123, 0.106, 0.134, -0.297, -0.028, -0.165, -0.042, -0.046, 0.043, 0.069, 0.095, 0.089, 0.064, 0.119, 0.084, -0.278, -0.070, -0.220, -0.045, -0.056, 0.138, 0.042, 0.095, 0.097, 0.132, 0.073, 0.082]
}

# 2
{
  "formula": "C27H42N7O",
  "method": "ωB97M-V/def2-TZVPD",
  "spin_multiplicity": 1,
  "e_above_lowest_kcal_mol": 0.0,
  "e_tot_ha": -1512.2622,
  "homo_lumo_gap_ha": 0.2457,
  "total_charge": 1,
  "species": ["N", "C", "C", "O", "C", "C", "C", "C", "C", "N", "H", "H", "H", "H", "H", "H", "H", "H", "H", "H", "H", "H", "H", "H", "H", "H", "H", "N", "C", "C", "C", "C", "H", "H", "H", "H", "H", "N", "C", "C", "C", "C", "H", "H", "H", "H", "H", "N", "C", "C", "C", "C", "H", "H", "H", "H", "H", "N", "C", "C", "C", "C", "H", "H", "H", "H", "H", "N", "C", "C", "C", "C", "H", "H", "H", "H", "H"],
  "positions_angstrom": [[4.954365, -1.545424, 1.143532], [4.835385, -0.581779, 0.046676], [4.443887, 0.818052, 0.618496], [4.813889, 0.945169, 1.985163], [2.970629, 1.182594, 0.391681], [2.010231, 0.135976, 0.959600], [1.223847, -0.732441, -0.036162], [-0.055291, -1.048306, 0.730251], [-0.405644, 0.336434, 1.237270], [0.900821, 0.737332, 1.872362], [5.290242, -2.447115, 0.827084], [5.626679, -1.201965, 1.821675], [5.736163, -0.470618, -0.562113], [4.048581, -0.940843, -0.621221], [5.049175, 1.571710, 0.114323], [4.086326, 0.736459, 2.583804], [2.778200, 1.316303, -0.674052], [2.806288, 2.158867, 0.862534], [2.542755, -0.527176, 1.624314], [1.802977, -1.617292, -0.295038], [1.015317, -0.171988, -0.950116], [-0.849122, -1.556195, 0.190470], [0.226308, -1.671361, 1.587533], [-0.490883, 1.000870, 0.374162], [-1.261539, 0.486616, 1.890765], [0.995468, 1.748520, 1.955332], [0.988869, 0.337203, 2.810342], [5.728580, 4.419969, 0.377285], [4.834964, 5.219065, -0.288070], [5.540888, 6.224413, -0.889523], [6.912730, 6.029203, -0.569495], [6.996550, 4.911861, 0.214878], [5.493582, 3.621374, 0.937331], [3.778092, 5.011924, -0.276661], [5.124044, 7.016475, -1.488319], [7.741042, 6.643445, -0.879329], [7.845284, 4.428054, 0.666528], [-4.324519, 1.529934, 1.196224], [-5.217736, 2.425442, 1.723879], [-6.088275, 1.726425, 2.512849], [-5.711857, 0.356683, 2.454798], [-4.621968, 0.265085, 1.631476], [-3.589605, 1.769346, 0.557898], [-5.160821, 3.474954, 1.492580], [-6.911647, 2.146216, 3.065297], [-6.196563, -0.467396, 2.951214], [-4.049011, -0.588452, 1.309483], [-7.248824, -2.019386, -1.022359], [-6.336621, -1.005676, -1.120221], [-5.823596, -1.028804, -2.390403], [-6.443771, -2.106344, -3.079525], [-7.320840, -2.695823, -2.209366], [-7.783265, -2.236733, -0.201519], [-6.131067, -0.351458, -0.290635], [-5.082388, -0.353508, -2.785700], [-6.258787, -2.407097, -4.095745], [-7.982675, -3.535343, -2.334268], [-4.659865, -2.273989, -6.579096], [-3.500190, -1.853857, -7.170975], [-2.574093, -2.852908, -7.033915], [-3.202174, -3.919306, -6.331878], [-4.487331, -3.530199, -6.065864], [-5.510087, -1.742641, -6.536749], [-3.434731, -0.890491, -7.646641], [-1.563614, -2.828859, -7.406271], [-2.763109, -4.864886, -6.061397], [-5.287834, -4.045606, -5.563947], [3.204767, -1.683825, 3.577853], [2.172489, -2.481579, 4.005549], [2.121093, -2.412293, 5.372297], [3.171797, -1.554349, 5.793834], [3.829009, -1.131254, 4.669995], [3.578426, -1.592071, 2.641259], [1.569411, -3.040671, 3.308320], [1.421356, -2.933526, 6.003575], [3.426134, -1.295743, 6.807743], [4.692705, -0.495397, 4.557058]],
  "forces_ev_per_angstrom": [[-0.1, 0.2, 0.1], [-0.2, 0.1, 0.2], [0.0, -0.1, -0.2], [0.0, 0.2, 0.1], [0.0, 0.1, 0.1], [-0.1, -0.1, 0.0], [0.1, 0.1, 0.0], [0.2, -0.1, 0.4], [0.1, 0.2, -0.4], [0.1, 0.0, -0.2], [-0.1, 0.0, -0.1], [0.1, 0.0, -0.1], [0.1, -0.1, 0.1], [0.1, 0.1, -0.1], [-0.1, -0.1, -0.2], [0.1, -0.1, -0.1], [0.1, 0.0, 0.0], [0.0, 0.0, 0.0], [0.1, 0.0, 0.1], [0.0, 0.0, 0.0], [0.0, -0.1, 0.0], [0.0, 0.2, -0.2], [-0.3, -0.1, 0.0], [-0.3, 0.1, 0.1], [0.2, -0.2, 0.2], [0.0, 0.0, 0.0], [0.0, 0.0, 0.0], [0.0, -0.1, 0.1], [0.0, 0.0, 0.0], [0.0, 0.0, 0.0], [0.0, 0.0, 0.0], [0.0, 0.0, 0.0], [0.0, 0.1, 0.1], [0.0, 0.0, 0.0], [0.0, 0.0, 0.0], [0.0, 0.0, 0.0], [0.0, 0.0, 0.0], [0.1, 0.1, 0.0], [0.0, 0.0, 0.0], [-0.1, 0.0, 0.0], [0.0, 0.0, 0.0], [0.1, 0.0, 0.1], [-0.1, 0.0, -0.1], [0.0, 0.0, 0.0], [0.0, 0.0, 0.0], [0.0, 0.0, 0.0], [0.0, 0.0, 0.0], [0.0, 0.0, 0.0], [0.0, 0.1, -0.1], [0.1, -0.1, 0.0], [0.0, 0.0, 0.0], [0.0, 0.0, 0.0], [0.0, 0.0, 0.0], [-0.1, 0.0, 0.0], [0.0, 0.0, 0.0], [0.0, 0.0, 0.0], [0.0, 0.0, 0.0], [0.0, 0.0, 0.0], [0.0, 0.0, 0.0], [0.0, 0.0, 0.0], [0.0, 0.0, 0.0], [0.0, 0.0, 0.0], [0.0, 0.0, 0.0], [0.0, 0.0, 0.0], [0.0, 0.0, 0.0], [0.0, 0.0, 0.0], [0.0, 0.0, 0.0], [0.1, 0.3, 0.2], [-0.1, 0.1, -0.2], [0.0, 0.0, 0.0], [0.0, 0.0, 0.0], [-0.1, 0.0, 0.0], [0.3, -0.6, -0.1], [0.1, -0.1, 0.0], [0.0, 0.0, 0.0], [0.0, 0.0, 0.0], [0.0, 0.0, 0.0]],
  "lowdin_charge": [0.009, -0.178, -0.344, -0.031, -0.077, -0.229, -0.117, -0.135, -0.101, 0.118, 0.097, 0.087, 0.120, 0.106, 0.131, 0.068, 0.133, 0.123, 0.097, 0.130, 0.129, 0.134, 0.115, 0.138, 0.132, 0.174, 0.179, -0.008, -0.154, -0.105, -0.101, -0.134, 0.116, 0.095, 0.094, 0.095, 0.108, -0.006, -0.130, -0.096, -0.110, -0.185, 0.132, 0.109, 0.097, 0.097, 0.103, 0.010, -0.141, -0.109, -0.109, -0.132, 0.146, 0.080, 0.085, 0.062, 0.108, 0.002, -0.145, -0.116, -0.112, -0.153, 0.141, 0.104, 0.087, 0.089, 0.101, -0.024, -0.148, -0.096, -0.092, -0.139, 0.064, 0.102, 0.099, 0.099, 0.110]
}